# 1
Here is an isolated molecule of C8H19NO in a non-equilibrium geometry from the OMol25 dataset. Energies are from wB97M-V/def2-TZVPD.

Computed properties:
Multiplicity: 1
SMILES: CC[C@@H](C)[C@@](C)(O)N(C)C
Energy above the lowest of the compared OMol25 structures with the same formula, charge and spin, kcal per mole: 32.52
Calculated total energy, eV: -12141.2009

Last column: natural (NBO) charge in e.
Positions of all 29 atoms, in Å:
C -3.303 0.016 -0.281  -0.605
C -2.048 -0.793 0.003  -0.397
C -0.763 0.182 0.326  -0.248
C -0.618 0.387 1.825  -0.615
C 0.430 -0.454 -0.348  0.456
C 0.797 -1.826 0.194  -0.657
O 0.277 -0.593 -1.735  -0.728
N 1.574 0.649 -0.015  -0.486
C 2.920 0.114 -0.082  -0.416
C 1.497 1.856 -0.813  -0.427
H -3.187 0.593 -1.198  0.196
H -3.516 0.704 0.537  0.200
H -4.165 -0.640 -0.401  0.209
H -1.866 -1.476 -0.828  0.211
H -2.206 -1.417 0.882  0.193
H -0.992 1.134 -0.159  0.197
H 0.288 0.950 2.032  0.237
H -0.549 -0.566 2.342  0.201
H -1.481 0.926 2.212  0.209
H 1.664 -2.200 -0.346  0.228
H -0.020 -2.517 0.012  0.229
H 1.026 -1.794 1.253  0.221
H -0.069 0.231 -2.095  0.470
H 3.071 -0.625 0.702  0.196
H 3.641 0.916 0.094  0.197
H 3.141 -0.342 -1.061  0.167
H 0.512 2.315 -0.733  0.193
H 2.218 2.588 -0.438  0.207
H 1.726 1.682 -1.879  0.162

=====

# 2
Here is a 2-piece molecular cluster, C8H19NSi overall in a non-equilibrium geometry from the OMol25 dataset. Energies are from wB97M-V/def2-TZVPD.

Computed properties:
Multiplicity: 1
SMILES: C/C=[SiH]/N(C)C.C/C=C\C
Energy above the lowest of the compared OMol25 structures with the same formula, charge and spin, kcal per mole: 119.92
Calculated total energy, eV: -17967.9371

Last column: natural (NBO) charge in e.
Positions of all 29 atoms, in Å:
C 1.023 2.565 -0.899  -0.678
C 1.615 1.376 -0.168  -0.883
Si 1.743 -0.337 -0.759  1.431
N 2.389 -1.590 0.134  -0.905
C 3.758 -1.461 0.642  -0.403
C 1.684 -2.700 0.735  -0.394
H 0.141 2.311 -1.537  0.206
H 0.290 3.163 -0.268  0.220
H 1.611 3.247 -1.538  0.220
H 1.736 1.482 0.926  0.225
H 1.287 -0.763 -2.044  -0.203
H 3.826 -0.839 1.507  0.192
H 4.206 -2.446 0.813  0.196
H 4.426 -1.102 -0.132  0.204
H 1.839 -2.724 1.818  0.193
H 0.635 -2.651 0.668  0.204
H 2.032 -3.651 0.192  0.184
C -4.362 0.534 0.833  -0.674
C -2.855 0.717 0.918  -0.182
C -1.815 0.678 0.051  -0.211
C -1.966 0.284 -1.399  -0.659
H -4.715 1.480 0.423  0.221
H -4.646 0.536 1.911  0.229
H -4.570 -0.241 0.122  0.225
H -2.514 0.666 1.966  0.182
H -0.808 0.856 0.389  0.220
H -1.368 0.907 -2.014  0.212
H -1.567 -0.776 -1.576  0.216
H -3.056 0.480 -1.715  0.211

=====

> Among the records above, which one has the highest calculated total energy?

C8H19NO

=====

> Number 2 is which compound?

C8H19NSi

=====

> calculated total energy of number 1 (C8H19NO)?

-12141.2009 eV